Entry 1:
The following is a quantum chemistry calculation of 2 unconnected molecules or ions with the total composition C10H13N3O2 at a distorted geometry, from the Open Molecules 2025 dataset.

Last column: natural (NBO) charge in e.
Cartesian coordinates (Å):
C 1.5036 -1.4172 0.9871  0.256
C -0.5704 -2.7822 0.5930  0.780
C 1.1496 2.6171 -1.2105  -0.426
C 1.3200 2.7238 0.2721  -0.385
C -0.1330 1.8148 -1.4803  -0.442
C -0.1512 2.7109 0.8596  -0.453
C -1.7722 0.9270 0.1583  -0.420
C 0.2657 -1.9079 1.4374  -0.270
C -0.7741 1.7546 -0.0752  0.011
C -0.3964 -4.2352 -1.2832  -0.251
N 2.5219 -1.1971 0.5122  -0.273
N -0.4847 -1.3266 3.6131  0.126
N -0.1184 -1.5746 2.5848  0.138
O -1.7004 -3.2044 0.8343  -0.575
O 0.1588 -3.1440 -0.5662  -0.509
H 1.0338 3.6120 -1.6704  0.204
H 2.0524 2.1238 -1.5988  0.223
H 1.7917 1.8888 0.7349  0.200
H 1.7977 3.5804 0.7484  0.210
H -0.8216 2.4824 -2.1113  0.216
H -0.0048 0.8060 -2.0227  0.229
H -0.0833 2.2693 1.8611  0.221
H -0.4248 3.8098 0.7640  0.218
H -2.4653 1.0676 1.0508  0.192
H -2.0782 0.0452 -0.4448  0.201
H -1.4116 -4.0509 -1.4385  0.194
H -0.2888 -5.1760 -0.8221  0.187
H 0.0840 -4.2170 -2.2873  0.198

Forces on the atoms, in the same order (eV/Å):
C 0.25 -0.45 -0.31
C -1.04 -1.80 -1.48
C 1.15 0.11 -1.04
C -1.48 0.54 2.07
C -0.58 0.20 -0.25
C 1.67 1.12 -0.68
C -2.11 -1.00 1.70
C 0.57 -0.95 -3.54
C -0.85 -0.69 -1.92
C 0.89 1.12 -1.89
N 0.58 0.52 -0.11
N 0.14 -0.01 -0.45
N -1.79 0.83 3.86
O 2.50 1.12 -0.14
O -0.73 0.73 2.54
H 0.35 -0.31 0.14
H -0.32 0.32 -0.35
H 0.68 -1.02 -0.18
H 0.37 0.27 -0.77
H 0.83 -1.23 0.68
H -0.20 1.53 1.04
H -0.59 0.80 0.01
H -0.54 -1.47 0.52
H 1.30 -0.33 -0.81
H 0.36 1.05 -0.09
H -1.78 0.15 -0.23
H 0.46 -1.01 0.83
H -0.10 -0.13 0.85

Calculated values
- relative energy (zero: lowest compared OMol25 entry of this formula, charge and spin) (kcal/mol) = 89.7
- gap between HOMO and LUMO (eV) = 8.81
- largest force on an atom (eV/A) = 4.3
- LUMO energy (eV) = -0.414



Entry 2:
The following is a quantum chemistry calculation of a molecular structure, C10H13N5O5PdS2Se, from the Open Molecules 2025 dataset.

Last column: natural (NBO) charge in e.
Cartesian coordinates (Å):
Pd -0.9480 0.4876 -0.6689  0.760
N 0.1686 -2.6248 -3.4361  -0.832
C 0.1650 -1.4654 -2.6477  0.251
S -1.2750 -0.4661 -2.7475  -0.300
N 1.1916 -1.2261 -1.9256  -0.399
N 1.0741 -0.0338 -1.2018  -0.338
C 2.1714 0.3598 -0.6592  0.168
C 2.4496 1.6255 -0.0456  -0.274
C 3.6297 1.6993 0.7104  -0.123
C 4.0699 2.8614 1.2994  -0.363
C 3.2964 4.0247 1.1145  -0.194
C 2.1563 4.0141 0.3626  -0.322
C 1.6483 2.8199 -0.2805  0.459
O 0.6368 2.8635 -1.0158  -0.714
H -0.4110 -2.5273 -4.2557  0.369
H 1.1105 -2.9193 -3.6539  0.370
H 3.0026 -0.3471 -0.7165  0.162
H 4.2009 0.7837 0.8437  0.183
H 4.9696 2.8786 1.9021  0.182
H 3.6148 4.9532 1.5830  0.176
H 1.5673 4.9146 0.2280  0.192
C -2.9038 -3.2765 -0.1160  -0.448
N -3.2573 -1.9442 -0.5794  -0.623
C -3.4321 -0.9338 0.2761  0.409
N -3.8037 -1.1717 1.5304  -0.812
S -3.2261 0.7043 -0.2625  -0.192
H -2.4980 -3.8277 -0.9624  0.210
H -3.7819 -3.8136 0.2555  0.168
H -2.1352 -3.2038 0.6604  0.260
H -2.8287 -1.6471 -1.4533  0.438
H -3.6854 -2.1312 1.8278  0.375
H -3.3784 -0.5169 2.2443  0.480
O -0.5795 1.0704 1.2912  -1.058
Se -0.6833 -0.2069 2.3851  2.763
O 0.5886 -0.1878 3.3844  -1.081
O -0.7894 -1.5900 1.5057  -1.161
O -2.0954 0.0004 3.2240  -1.142

Forces on the atoms, in the same order (eV/Å):
Pd 0.58 -0.12 -0.49
N 0.01 0.02 0.00
C 0.05 0.00 0.04
S -0.06 0.08 0.07
N -0.01 0.05 -0.07
N -0.60 0.10 0.41
C 0.08 0.14 0.06
C -0.12 0.00 -0.05
C 0.05 0.04 0.03
C 0.04 -0.08 0.02
C -0.06 0.06 -0.02
C 0.07 0.01 0.08
C -0.07 -0.06 -0.16
O 0.09 -0.12 0.09
H 0.01 0.00 0.00
H -0.01 -0.01 0.01
H 0.00 0.00 -0.05
H 0.00 0.00 0.00
H 0.00 -0.01 0.00
H 0.00 0.00 0.00
H -0.01 -0.01 -0.01
C 0.01 0.03 0.00
N 0.04 -0.03 0.06
C 0.00 0.16 0.04
N 0.05 0.01 0.16
S -0.18 -0.01 0.08
H 0.00 0.00 0.00
H 0.00 -0.01 0.00
H 0.01 0.00 0.00
H 0.01 -0.01 -0.03
H -0.01 0.00 -0.01
H 0.11 -0.05 -0.15
O 0.20 -0.14 -0.18
Se -0.15 -0.11 0.10
O -0.02 0.06 -0.02
O -0.05 -0.03 0.03
O -0.07 0.01 -0.03

Calculated values
- relative energy (zero: lowest compared OMol25 entry of this formula, charge and spin) (kcal/mol) = 5.6
- gap between HOMO and LUMO (eV) = 5.64
- net charge = -2
- largest force on an atom (eV/A) = 0.8
- LUMO energy (eV) = 4.670



Entry 3:
The following is a quantum chemistry calculation of a molecular structure, C10H13NNiP at a distorted geometry, from the Open Molecules 2025 dataset.

Last column: Löwdin spin population.
Cartesian coordinates (Å):
C -0.1090 1.8179 -0.4487  -0.010
C -0.9244 2.2695 0.6506  0.033
C -2.1794 1.6230 0.5855  0.025
C -2.2208 0.8065 -0.5784  0.045
C -0.9771 0.9700 -1.2965  0.003
Ni 0.2118 -0.3275 -0.2346  0.869
P 2.3083 -0.0059 0.1686  0.021
H 0.8291 2.2529 -0.7658  -0.001
H -0.6140 3.0006 1.3950  0.003
H -2.9967 1.7516 1.2843  0.001
H -0.7934 0.7657 -2.3502  0.000
H -3.0740 0.2424 -0.9521  0.002
H 2.8329 -0.5602 1.3771  0.002
H 2.6750 1.3443 0.4349  0.006
H 3.3587 -0.3589 -0.7358  0.009
C -1.1340 -4.3609 1.6193  0.263
C 0.2016 -4.1037 1.3012  0.062
C 0.5411 -2.8842 0.7310  0.132
N -0.3960 -1.9390 0.4460  0.274
C -1.6867 -2.1507 0.8431  0.148
C -2.0802 -3.3652 1.3978  0.069
H -1.4272 -5.3089 2.0677  0.022
H 0.9863 -4.8190 1.5173  0.000
H 1.5677 -2.5942 0.5252  0.010
H -2.3632 -1.3057 0.7187  0.011
H -3.1273 -3.4777 1.6747  0.001

Forces on the atoms, in the same order (eV/Å):
C -2.02 0.28 -0.63
C 0.31 -0.67 -0.53
C 0.53 -0.11 -0.70
C 0.80 0.89 -0.47
C -0.13 1.08 1.04
Ni -0.27 1.21 -0.04
P 0.10 -0.20 0.27
H -0.13 0.14 -0.01
H -0.05 -0.29 -0.05
H 0.10 -0.09 0.05
H -0.05 -0.21 0.28
H 0.23 0.11 0.19
H 0.24 0.09 -0.39
H 0.14 -0.37 -0.17
H 0.10 0.17 0.45
C -0.36 -1.65 0.53
C 1.13 1.30 -0.61
C -0.20 -1.87 0.90
N 0.46 0.08 -0.07
C -0.87 -1.34 0.67
C -0.39 2.14 -0.62
H 0.08 0.14 -0.09
H 0.00 -0.03 0.00
H -0.07 -0.35 -0.02
H 0.12 -0.39 -0.01
H 0.19 -0.07 0.02

Calculated values
- relative energy (zero: lowest compared OMol25 entry of this formula, charge and spin) (kcal/mol) = 1.7
- gap between HOMO and LUMO (alpha / beta) (eV) = 4.26 / 7.05
- spin multiplicity = 3
- net charge = -1
- largest force on an atom (eV/A) = 2.3
- LUMO energy (alpha / beta) (eV) = 3.657 / 3.598



Entry 4:
The following is a quantum chemistry calculation of C10H13NO in the gas phase at a distorted geometry, from the Open Molecules 2025 dataset.

Last column: natural (NBO) charge in e.
Cartesian coordinates (Å):
N -1.1359 -3.0910 -1.8710  -0.775
C -0.5190 -2.0041 -1.2121  0.083
C -1.2223 -0.7795 -1.2290  -0.224
C -0.5527 0.3477 -0.7092  -0.003
C 0.6588 0.1137 0.0124  -0.052
C 1.1360 -1.0957 0.2517  -0.225
C 0.5195 -2.1547 -0.4114  0.226
O 0.9365 -3.5679 -0.3373  -0.714
C 1.3296 1.2551 0.6825  -0.423
C 0.5402 2.1589 1.5582  -0.384
C -0.8756 2.0876 0.9662  -0.446
C -0.7701 1.8410 -0.4555  -0.444
H -2.1640 -3.1015 -1.6691  0.362
H -0.9355 -3.9271 -0.9748  0.368
H -2.0897 -0.5097 -1.9073  0.224
H 1.9928 -1.3771 0.9332  0.217
H 2.0302 -3.4054 -0.3410  0.486
H 1.6044 1.7947 -0.1410  0.208
H 2.3996 0.9108 1.1374  0.205
H 0.9876 3.1956 1.7372  0.214
H 0.5440 1.8749 2.7971  0.191
H -1.1866 3.1414 1.2802  0.218
H -1.5287 1.4857 1.6846  0.234
H 0.1133 2.5731 -0.9542  0.225
H -1.8124 2.2336 -0.8280  0.229

Forces on the atoms, in the same order (eV/Å):
N -0.44 -4.57 4.51
C -4.64 1.43 -1.21
C 0.72 3.44 -1.36
C 1.77 -0.16 1.24
C -1.14 1.28 1.12
C 1.58 -4.04 0.44
C 2.45 -2.96 0.85
O 4.93 3.44 0.43
C 4.06 -1.72 2.21
C 0.17 -0.26 4.73
C 0.14 3.25 5.49
C -3.19 1.72 -4.42
H 0.96 0.82 -0.78
H -0.38 2.33 -4.01
H 0.82 -1.10 0.99
H -0.98 0.80 -0.78
H -4.38 -1.25 0.13
H 1.28 1.98 -1.97
H -2.57 0.67 -0.84
H -0.59 -1.17 -1.23
H -0.14 0.02 -3.39
H -0.49 -1.05 -1.25
H 0.71 0.02 -1.82
H -2.62 -2.10 1.15
H 1.97 -0.83 -0.23

Calculated values
- relative energy (zero: lowest compared OMol25 entry of this formula, charge and spin) (kcal/mol) = 102.4
- SMILES string = Nc1cc2c(cc1O)CCCC2
- gap between HOMO and LUMO (eV) = 8.91
- largest force on an atom (eV/A) = 6.4
- LUMO energy (eV) = 0.682



Entry 5:
The following is a quantum chemistry calculation of C10H13NO in the gas phase at a distorted geometry, from the Open Molecules 2025 dataset.

Last column: natural (NBO) charge in e.
Cartesian coordinates (Å):
C -3.1098 -1.5273 0.2721  -0.266
C -3.6372 -0.4915 -0.5453  -0.267
C -1.8460 -1.1693 0.6112  -0.035
C -2.6661 0.4471 -0.6849  -0.043
C 1.7589 -0.1949 0.9662  -0.424
C 1.8296 -0.6412 -0.2935  0.372
C 0.4794 0.5233 1.3518  -0.506
C -0.3790 0.7257 0.1443  0.613
C 3.0177 -1.4140 -0.8149  -0.653
C -0.2455 2.0265 -0.5764  -0.684
N -1.5600 0.0529 0.0379  -0.409
O 0.8705 -0.4080 -1.1417  -0.642
H -3.6218 -2.4224 0.5640  0.228
H -4.6216 -0.4602 -0.9691  0.227
H -1.1066 -1.7040 1.1698  0.229
H -2.6889 1.3705 -1.2232  0.218
H 2.5184 -0.3451 1.7102  0.209
H -0.0520 -0.0452 2.1216  0.219
H 0.7309 1.5022 1.7703  0.230
H 3.7318 -0.7248 -1.2691  0.220
H 2.6848 -2.1127 -1.5804  0.223
H 3.5070 -1.9542 -0.0102  0.214
H 0.7841 2.3669 -0.5198  0.250
H -0.8905 2.7735 -0.1080  0.231
H -0.5156 1.9215 -1.6230  0.246

Forces on the atoms, in the same order (eV/Å):
C 0.29 -0.01 0.17
C 0.14 0.30 -0.14
C -0.13 -0.54 0.31
C -0.64 0.13 -0.39
C -0.27 0.25 0.45
C 0.27 -0.20 -0.22
C 0.34 -0.43 0.16
C 1.43 -0.86 -1.26
C -0.19 0.14 -0.06
C -0.07 -0.16 -0.11
N 0.08 0.14 0.14
O -1.38 1.18 0.85
H 0.01 -0.20 0.08
H -0.13 0.09 -0.12
H 0.20 -0.06 0.11
H 0.07 0.20 -0.08
H 0.18 -0.08 0.11
H -0.11 0.18 -0.06
H -0.22 0.09 -0.02
H 0.00 -0.05 -0.04
H 0.03 -0.04 0.01
H 0.10 -0.03 0.03
H 0.05 -0.07 0.07
H -0.02 0.03 0.05
H -0.03 0.00 -0.03

Calculated values
- relative energy (zero: lowest compared OMol25 entry of this formula, charge and spin) (kcal/mol) = 45.7
- gap between HOMO and LUMO (eV) = 7.44
- largest force on an atom (eV/A) = 2.1
- LUMO energy (eV) = 0.045



Entry 6:
The following is a quantum chemistry calculation of C10H13NO3 in the gas phase at a distorted geometry, from the Open Molecules 2025 dataset.

Last column: natural (NBO) charge in e.
Cartesian coordinates (Å):
C -2.8687 -1.3467 0.4445  -0.007
C -0.4769 0.7203 -1.6416  0.741
C 1.7279 0.8102 -0.3407  0.813
C -3.7407 -0.2034 -0.0598  -0.435
C -1.9087 1.5510 0.7409  -0.420
C -2.8559 1.0366 -0.3551  -0.275
C -1.4451 0.7933 -0.5717  0.028
C 3.6786 0.0258 1.0238  -0.590
C 2.2779 -1.6452 -0.0733  -0.585
C 2.7481 -0.2317 -0.2378  -0.330
N -1.6466 -1.4605 0.3216  -0.239
O -0.6762 0.8608 -2.8305  -0.501
O 0.8738 0.3539 -1.2755  -0.559
O 1.6056 1.8272 0.2638  -0.563
H -3.3982 -2.2406 0.8267  0.215
H -4.2155 -0.4737 -0.9484  0.233
H -4.5191 0.1202 0.6309  0.229
H -1.6664 2.6405 0.6843  0.238
H -1.6105 1.0460 1.6647  0.250
H -3.3937 1.6209 -1.0696  0.252
H 4.3505 -0.7874 1.0781  0.202
H 3.0969 0.1160 1.9349  0.214
H 4.2135 1.0006 0.7551  0.214
H 1.5231 -1.8319 -0.7303  0.224
H 1.7721 -1.7640 0.9664  0.202
H 3.1548 -2.3713 -0.0358  0.215
H 3.3993 -0.1667 -1.1655  0.233

Forces on the atoms, in the same order (eV/Å):
C -1.15 -0.34 -0.36
C 1.41 0.60 -0.94
C -1.37 -0.38 0.01
C 1.56 1.39 1.49
C 1.64 0.49 -2.68
C -0.01 -1.95 0.68
C -0.41 -0.50 2.15
C -0.43 2.60 -2.49
C 0.90 -0.66 3.60
C 3.83 -0.37 1.55
N 0.79 1.40 -0.44
O -0.13 -0.31 1.77
O -2.32 0.07 -1.41
O 0.00 0.62 0.26
H 0.05 0.27 0.10
H -0.79 -0.80 -1.52
H -0.03 -0.37 0.26
H -0.26 -1.04 0.26
H -0.78 0.06 -0.30
H -0.03 1.18 -0.02
H 0.92 -0.69 0.23
H -0.05 0.12 0.01
H -0.41 -1.30 1.06
H -1.72 -1.29 -2.14
H 0.81 0.29 -1.49
H -1.29 0.90 -0.54
H -0.74 0.03 0.91

Calculated values
- relative energy (zero: lowest compared OMol25 entry of this formula, charge and spin) (kcal/mol) = 128.9
- gap between HOMO and LUMO (alpha / beta) (eV) = 8.80 / 8.45
- largest force on an atom (eV/A) = 4.1
- LUMO energy (alpha / beta) (eV) = -0.934 / -0.666



Question: The highest relative energy (zero: lowest compared OMol25 entry of this formula, charge and spin) belongs to which entry?
Answer: C10H13NO3



What did the second record say?
The following is a quantum chemistry calculation of a molecular structure, C10H13N5O5PdS2Se, from the Open Molecules 2025 dataset.

Last column: natural (NBO) charge in e.
Cartesian coordinates (Å):
Pd -0.9480 0.4876 -0.6689  0.760
N 0.1686 -2.6248 -3.4361  -0.832
C 0.1650 -1.4654 -2.6477  0.251
S -1.2750 -0.4661 -2.7475  -0.300
N 1.1916 -1.2261 -1.9256  -0.399
N 1.0741 -0.0338 -1.2018  -0.338
C 2.1714 0.3598 -0.6592  0.168
C 2.4496 1.6255 -0.0456  -0.274
C 3.6297 1.6993 0.7104  -0.123
C 4.0699 2.8614 1.2994  -0.363
C 3.2964 4.0247 1.1145  -0.194
C 2.1563 4.0141 0.3626  -0.322
C 1.6483 2.8199 -0.2805  0.459
O 0.6368 2.8635 -1.0158  -0.714
H -0.4110 -2.5273 -4.2557  0.369
H 1.1105 -2.9193 -3.6539  0.370
H 3.0026 -0.3471 -0.7165  0.162
H 4.2009 0.7837 0.8437  0.183
H 4.9696 2.8786 1.9021  0.182
H 3.6148 4.9532 1.5830  0.176
H 1.5673 4.9146 0.2280  0.192
C -2.9038 -3.2765 -0.1160  -0.448
N -3.2573 -1.9442 -0.5794  -0.623
C -3.4321 -0.9338 0.2761  0.409
N -3.8037 -1.1717 1.5304  -0.812
S -3.2261 0.7043 -0.2625  -0.192
H -2.4980 -3.8277 -0.9624  0.210
H -3.7819 -3.8136 0.2555  0.168
H -2.1352 -3.2038 0.6604  0.260
H -2.8287 -1.6471 -1.4533  0.438
H -3.6854 -2.1312 1.8278  0.375
H -3.3784 -0.5169 2.2443  0.480
O -0.5795 1.0704 1.2912  -1.058
Se -0.6833 -0.2069 2.3851  2.763
O 0.5886 -0.1878 3.3844  -1.081
O -0.7894 -1.5900 1.5057  -1.161
O -2.0954 0.0004 3.2240  -1.142

Forces on the atoms, in the same order (eV/Å):
Pd 0.58 -0.12 -0.49
N 0.01 0.02 0.00
C 0.05 0.00 0.04
S -0.06 0.08 0.07
N -0.01 0.05 -0.07
N -0.60 0.10 0.41
C 0.08 0.14 0.06
C -0.12 0.00 -0.05
C 0.05 0.04 0.03
C 0.04 -0.08 0.02
C -0.06 0.06 -0.02
C 0.07 0.01 0.08
C -0.07 -0.06 -0.16
O 0.09 -0.12 0.09
H 0.01 0.00 0.00
H -0.01 -0.01 0.01
H 0.00 0.00 -0.05
H 0.00 0.00 0.00
H 0.00 -0.01 0.00
H 0.00 0.00 0.00
H -0.01 -0.01 -0.01
C 0.01 0.03 0.00
N 0.04 -0.03 0.06
C 0.00 0.16 0.04
N 0.05 0.01 0.16
S -0.18 -0.01 0.08
H 0.00 0.00 0.00
H 0.00 -0.01 0.00
H 0.01 0.00 0.00
H 0.01 -0.01 -0.03
H -0.01 0.00 -0.01
H 0.11 -0.05 -0.15
O 0.20 -0.14 -0.18
Se -0.15 -0.11 0.10
O -0.02 0.06 -0.02
O -0.05 -0.03 0.03
O -0.07 0.01 -0.03

Calculated values
- relative energy (zero: lowest compared OMol25 entry of this formula, charge and spin) (kcal/mol) = 5.6
- gap between HOMO and LUMO (eV) = 5.64
- net charge = -2
- largest force on an atom (eV/A) = 0.8
- LUMO energy (eV) = 4.670